Entry 1:
{"formula": "C3N2O4", "method": "the ωB97M-V functional and the def2-TZVPD basis", "species": ["C", "C", "C", "N", "N", "O", "O", "O", "O"], "coordinates": [[-1.97, -0.69, -0.31], [2.06, 0.34, 0.02], [-0.52, -0.15, -0.18], [-0.41, 0.84, 0.54], [0.79, -0.07, 0.28], [-2.51, -0.06, 0.63], [2.14, 1.52, -0.58], [-2.45, -1.38, -1.19], [2.87, -0.35, 0.78]], "nbo_charge": [0.72, 0.82, 0.23, -0.20, -0.49, -0.73, -0.82, -0.74, -0.78], "homo_energy_ev": 0.47, "smiles": "O=C([O-])C1=NN1C(=O)[O-]", "e_above_lowest_kcal_mol": 69.9, "total_charge": -2}



Entry 2:
{"formula": "C3N3O2", "method": "the ωB97M-V functional and the def2-TZVPD basis", "species": ["C", "C", "C", "N", "N", "N", "O", "O"], "coordinates": [[1.42, -0.33, 1.95], [0.62, -0.32, -0.32], [-0.34, -0.66, -1.10], [1.83, -0.47, 3.05], [1.28, -0.23, 0.72], [-1.34, 0.38, -1.40], [-2.52, 0.25, -0.96], [-0.94, 1.38, -1.94]], "nbo_charge": [0.44, 0.33, -0.28, -0.51, -0.60, 0.50, -0.47, -0.41], "homo_energy_ev": -4.49, "smiles": "N#CN=C=C=[N+]([O-])[O-]", "e_above_lowest_kcal_mol": 139.6, "total_charge": -1}



Entry 3:
{"formula": "C3NO2S", "method": "the ωB97M-V functional and the def2-TZVPD basis", "species": ["C", "C", "C", "N", "O", "O", "S"], "coordinates": [[0.81, 1.64, -0.16], [1.60, 0.54, -0.08], [-1.14, -1.26, 0.10], [0.36, 2.70, -0.21], [-1.36, -1.45, 1.21], [-1.47, -1.18, -1.02], [1.21, -0.99, 0.16]], "nbo_charge": [0.15, -0.48, 0.93, -0.41, -0.61, -0.62, 0.03], "homo_energy_ev": [-3.04, -3.04], "e_above_lowest_kcal_mol": 26.8, "total_charge": -1}



Entry 4:
{"formula": "C3NO4", "method": "the ωB97M-V functional and the def2-TZVPD basis", "species": ["C", "C", "C", "N", "O", "O", "O", "O"], "coordinates": [[-0.17, 0.41, -1.28], [-1.86, 0.40, 0.29], [2.02, -0.40, 0.67], [0.43, -0.56, -1.69], [2.44, 0.67, 0.93], [1.56, -1.33, 0.05], [-2.78, 0.18, -0.43], [-1.65, 0.65, 1.45]], "nbo_charge": [-0.15, 1.00, 1.01, -0.63, -0.54, -0.48, -0.59, -0.62], "homo_energy_ev": -5.43, "e_above_lowest_kcal_mol": 41.6, "total_charge": -1}



Entry 5:
{"formula": "C3NO4S", "method": "the ωB97M-V functional and the def2-TZVPD basis", "species": ["C", "C", "C", "N", "O", "O", "O", "O", "S"], "coordinates": [[-0.02, 0.56, 0.53], [0.50, -1.78, -0.65], [-0.23, 1.88, 0.98], [-0.28, 0.17, -1.65], [0.06, 3.03, 0.84], [0.79, -2.93, -0.82], [-1.24, 1.19, 1.44], [-0.03, -1.10, -1.63], [0.44, -1.01, 0.98]], "nbo_charge": [-0.26, 0.61, 0.70, -0.08, -0.64, -0.60, -0.57, -0.40, 0.23], "homo_energy_ev": [-2.48, -4.10], "e_above_lowest_kcal_mol": 0.0, "spin_multiplicity": 3, "s2": 2.02, "total_charge": -1}



Entry 6:
{"formula": "C3O4Pb", "method": "the ωB97M-V functional and the def2-TZVPD basis", "species": ["C", "C", "O", "O", "O", "C", "O", "Pb"], "coordinates": [[0.97, -1.59, -2.51], [0.40, -1.52, -1.36], [0.87, -0.70, -3.42], [-0.67, -2.06, -0.68], [-0.31, 1.29, 1.71], [-0.36, 2.07, 2.57], [-0.42, 2.84, 3.42], [-0.47, -0.32, 0.27]], "mulliken_charge": [-0.15, 0.01, -0.51, -0.53, -0.30, 0.72, -0.30, 1.06], "homo_energy_ev": [-6.81, -6.82]}



Entry 7:
{"formula": "C3O4Sn", "method": "the ωB97M-V functional and the def2-TZVPD basis", "species": ["C", "C", "O", "O", "O", "C", "O", "Sn"], "coordinates": [[-3.63, -0.25, 0.12], [-2.31, 0.02, 0.24], [-1.71, -1.16, -0.16], [-1.73, 1.14, -0.19], [1.79, 0.00, -0.03], [2.96, -0.06, -0.05], [4.10, -0.15, -0.05], [-0.14, 0.10, -0.25]], "nbo_charge": [0.16, 0.09, -0.83, -0.85, -0.71, 1.10, -0.41, 1.45], "homo_energy_ev": -7.63}



Entry 8:
{"formula": "C40H100F6N8O12Zn", "method": "the ωB97M-V functional and the def2-TZVPD basis", "species": ["Zn", "C", "O", "O", "C", "F", "F", "F", "C", "C", "H", "H", "H", "H", "H", "H", "C", "O", "O", "C", "F", "F", "F", "C", "C", "H", "H", "H", "H", "H", "H", "C", "C", "C", "O", "C", "N", "H", "H", "H", "H", "H", "H", "H", "H", "H", "H", "H", "C", "C", "C", "O", "C", "N", "H", "H", "H", "H", "H", "H", "H", "H", "H", "H", "H", "C", "C", "C", "O", "C", "N", "H", "H", "H", "H", "H", "H", "H", "H", "H", "H", "H", "C", "C", "C", "O", "C", "N", "H", "H", "H", "H", "H", "H", "H", "H", "H", "H", "H", "C", "C", "C", "O", "C", "N", "H", "H", "H", "H", "H", "H", "H", "H", "H", "H", "H", "C", "C", "C", "O", "C", "N", "H", "H", "H", "H", "H", "H", "H", "H", "H", "H", "H", "C", "C", "C", "O", "C", "N", "H", "H", "H", "H", "H", "H", "H", "H", "H", "H", "H", "C", "C", "C", "O", "C", "N", "H", "H", "H", "H", "H", "H", "H", "H", "H", "H", "H"], "coordinates": [[-1.67, 3.01, -0.47], [0.40, 1.17, 0.06], [-0.50, 0.88, -1.01], [-0.15, 2.24, 0.67], [0.52, 0.00, 1.11], [1.40, -0.99, 0.72], [0.94, 0.33, 2.34], [-0.67, -0.63, 1.24], [-0.10, -0.24, -1.83], [-0.98, -0.24, -3.07], [-2.01, -0.05, -2.77], [-0.70, 0.46, -3.85], [-0.90, -1.25, -3.49], [-0.27, -1.14, -1.24], [0.93, -0.24, -2.17], [1.43, 1.40, -0.27], [-3.25, 3.53, -3.09], [-3.13, 4.85, -2.53], [-2.56, 2.70, -2.27], [-4.75, 3.24, -3.21], [-5.46, 4.18, -3.88], [-4.93, 2.09, -3.91], [-5.35, 3.09, -2.01], [-3.10, 5.91, -3.46], [-3.37, 7.24, -2.77], [-3.63, 8.04, -3.47], [-4.19, 7.22, -2.06], [-2.48, 7.59, -2.24], [-3.84, 5.86, -4.26], [-2.15, 5.95, -4.01], [-2.81, 3.48, -4.09], [-0.27, 5.73, 1.52], [-0.98, 5.87, 0.18], [-0.03, 5.55, -1.00], [-0.11, 4.20, -1.41], [0.75, 3.86, -2.48], [-2.11, 4.94, 0.10], [-0.76, 6.32, 2.29], [0.75, 6.10, 1.40], [-0.32, 4.70, 1.89], [-1.32, 6.90, 0.05], [1.01, 5.72, -0.70], [-0.13, 6.30, -1.80], [0.67, 4.66, -3.23], [0.37, 2.95, -2.94], [1.79, 3.70, -2.21], [-2.90, 5.22, -0.50], [-2.60, 5.00, 0.99], [4.33, 0.37, 2.67], [5.40, -0.70, 2.81], [6.76, -0.15, 3.25], [7.59, -1.29, 3.41], [8.96, -0.99, 3.58], [4.88, -1.70, 3.77], [4.27, 1.09, 3.49], [3.36, -0.08, 2.46], [4.51, 0.97, 1.77], [5.45, -1.26, 1.87], [6.68, 0.40, 4.19], [7.20, 0.52, 2.50], [9.14, 0.02, 3.95], [9.55, -1.08, 2.66], [9.34, -1.70, 4.31], [5.65, -2.36, 3.85], [4.79, -1.36, 4.72], [-5.24, -0.80, -2.96], [-4.58, -1.49, -4.16], [-3.82, -0.43, -4.96], [-3.15, -1.02, -6.07], [-2.15, -0.16, -6.56], [-3.66, -2.50, -3.66], [-5.77, -1.53, -2.35], [-5.99, -0.07, -3.24], [-4.45, -0.37, -2.34], [-5.32, -1.96, -4.81], [-3.10, 0.12, -4.33], [-4.45, 0.37, -5.38], [-2.47, 0.88, -6.63], [-1.82, -0.52, -7.53], [-1.28, -0.11, -5.90], [-3.00, -2.04, -3.04], [-3.07, -2.87, -4.40], [-2.90, -1.39, 3.64], [-2.19, -0.29, 4.40], [-1.01, -0.82, 5.23], [-0.17, 0.25, 5.61], [0.99, -0.24, 6.22], [-1.76, 0.72, 3.42], [-3.33, -2.14, 4.32], [-2.27, -1.93, 2.94], [-3.81, -1.00, 3.17], [-2.92, 0.09, 5.12], [-0.49, -1.55, 4.60], [-1.39, -1.37, 6.10], [0.81, -0.82, 7.13], [1.65, 0.56, 6.56], [1.59, -0.86, 5.54], [-0.93, 0.35, 2.99], [-1.40, 1.50, 3.96], [0.75, -3.94, -1.25], [1.64, -5.10, -0.81], [3.10, -4.71, -0.61], [3.65, -4.24, -1.81], [5.05, -4.26, -1.92], [1.08, -5.79, 0.35], [1.04, -3.56, -2.23], [0.88, -3.15, -0.50], [-0.29, -4.25, -1.33], [1.64, -5.82, -1.64], [3.63, -5.60, -0.26], [3.06, -3.97, 0.20], [5.50, -3.93, -0.98], [5.37, -3.51, -2.65], [5.44, -5.23, -2.23], [0.06, -5.83, 0.26], [1.13, -5.11, 1.12], [2.09, -0.21, -6.26], [2.54, 0.51, -4.99], [2.96, -0.53, -3.95], [3.25, 0.23, -2.77], [3.57, -0.60, -1.66], [3.63, 1.48, -5.25], [2.87, -0.77, -6.79], [1.82, 0.56, -6.99], [1.24, -0.86, -6.05], [1.71, 1.06, -4.55], [3.83, -1.12, -4.23], [2.10, -1.19, -3.78], [4.51, -1.15, -1.77], [2.83, -1.40, -1.54], [3.58, 0.10, -0.83], [3.88, 1.77, -4.30], [4.40, 0.94, -5.62], [-3.60, 0.21, 0.31], [-4.26, 1.56, 0.64], [-5.31, 1.38, 1.72], [-5.75, 2.61, 2.23], [-6.84, 2.55, 3.10], [-3.15, 2.47, 1.09], [-2.97, 0.27, -0.58], [-4.28, -0.64, 0.31], [-2.91, -0.02, 1.12], [-4.62, 2.01, -0.29], [-4.81, 0.76, 2.48], [-6.13, 0.78, 1.33], [-7.68, 1.97, 2.72], [-7.25, 3.56, 3.18], [-6.61, 2.17, 4.10], [-2.62, 1.90, 1.77], [-3.68, 3.07, 1.74], [0.15, -3.96, 3.45], [1.64, -3.84, 3.81], [2.19, -5.13, 4.34], [1.32, -5.67, 5.32], [1.81, -6.86, 5.87], [2.45, -3.36, 2.69], [-0.19, -3.21, 2.73], [-0.44, -3.85, 4.35], [-0.03, -4.94, 3.01], [1.73, -3.03, 4.55], [3.23, -5.01, 4.68], [2.24, -5.88, 3.54], [2.06, -7.65, 5.15], [1.08, -7.27, 6.57], [2.66, -6.64, 6.51], [3.43, -3.30, 2.92], [2.13, -2.43, 2.46]], "mulliken_charge": [2.78, -0.02, 0.41, -0.92, 0.19, 0.49, -0.45, -0.07, 0.15, 0.42, -1.31, 0.01, 0.71, -0.21, -0.70, -0.12, -0.87, -0.24, 0.41, 0.87, -0.32, -0.25, -0.31, -0.35, -1.28, 0.41, 0.30, 0.21, 0.43, 0.29, 0.18, -1.40, 0.46, -1.08, -0.05, -1.02, -0.53, 0.42, 0.42, 0.12, 0.27, 0.46, 0.44, 0.53, -0.01, 0.25, 0.21, 0.32, -1.63, 0.63, -0.77, -0.32, -0.79, -0.56, 0.45, 0.21, 0.39, 0.16, 0.37, 0.42, 0.35, 0.26, 0.25, 0.33, 0.22, -0.90, 0.17, 0.37, -0.47, -0.45, -0.70, 0.44, 0.35, -0.20, 0.42, -0.37, 0.53, 0.32, 0.34, -0.08, 0.06, 0.39, -1.02, 0.13, -0.59, -0.39, -0.53, 0.15, 0.53, -0.01, 0.15, 0.51, -0.12, 0.65, 0.36, 0.29, 0.03, -0.81, 0.35, -1.16, 0.40, -0.45, -0.29, -0.86, -0.79, 0.21, 0.09, 0.56, 0.38, 0.50, 0.01, 0.35, 0.23, 0.31, 0.36, 0.05, -1.62, 1.38, -0.38, -0.37, -0.44, -0.84, 0.38, 0.41, 0.31, -0.55, 0.56, 0.03, 0.42, 0.15, 0.06, 0.34, 0.33, 0.17, 1.07, -0.91, -0.31, -0.80, 0.03, -1.05, 0.85, -0.65, -0.31, 0.08, 0.53, 0.33, 0.25, 0.29, -0.53, 0.57, -1.77, 0.99, -0.88, -0.32, -0.80, 0.10, 0.19, 0.51, 0.56, -0.05, 0.49, 0.30, 0.31, 0.26, 0.33, 0.24, -0.60], "homo_energy_ev": -8.58, "e_above_lowest_kcal_mol": 0.0}



| no. | largest force on an atom (eV Å⁻¹) |
| --- | --- |
| 1 | 4.469 |
| 2 | 3.702 |
| 3 | 3.996 |
| 4 | 5.923 |
| 5 | 2.504 |
| 6 | 5.747 |
| 7 | 6.956 |
| 8 | 2.186 |